# 1
{
  "formula": "C2H5O5PSi",
  "method": "ωB97M-V/def2-TZVPD",
  "multiplicity": 1,
  "de_lowest_ev": 0.000,
  "mol_weight_da": 168.12,
  "homo_lumo_gap_ev": 9.0,
  "total_charge": 0,
  "elements": ["C", "C", "O", "O", "O", "O", "O", "Si", "P", "H", "H", "H", "H", "H"],
  "xyz": [[1.66846, -2.43178, 0.03996], [-1.10813, 1.81869, -0.48935], [3.21928, -0.79505, 1.35844], [1.54268, 0.74359, 0.20163], [1.85661, -1.48070, -0.72203], [3.78381, 0.25594, -0.97400], [1.24077, 3.55014, 0.13091], [0.74629, 2.12930, -0.03781], [2.91559, -0.11950, 0.09318], [2.13373, -2.46411, 1.11265], [1.00017, -3.21517, -0.37182], [-1.32491, 1.59560, -1.53629], [-1.43202, 0.91098, -0.00402], [-1.75050, 2.77916, -0.38457]],
  "nbo_charge": [0.33, -1.17, -1.10, -1.22, -0.54, -1.05, -1.16, 2.20, 2.52, 0.24, 0.17, 0.26, 0.24, 0.28]
}

# 2
{
  "formula": "C16H22N2O6S",
  "method": "ωB97M-V/def2-TZVPD",
  "multiplicity": 1,
  "de_lowest_ev": 0.377,
  "smiles": "CCOC(=O)Cn1c(=O)oc2cc(S(=O)(=O)NCCC(C)C)ccc21",
  "mol_weight_da": 370.43,
  "homo_lumo_gap_ev": 9.6,
  "total_charge": 0,
  "elements": ["C", "C", "H", "H", "O", "C", "O", "C", "N", "C", "C", "C", "C", "C", "C", "O", "C", "O", "H", "S", "O", "O", "N", "H", "C", "H", "C", "H", "H", "C", "C", "H", "H", "H", "C", "H", "H", "H", "H", "H", "H", "H", "H", "H", "H", "H", "H"],
  "xyz": [[2.38059, 1.99803, 2.00405], [3.13873, 1.72725, 0.71375], [2.70731, 2.27823, -0.12316], [4.19507, 1.98793, 0.83077], [3.04404, 0.34921, 0.33241], [3.85836, -0.50188, 0.94489], [4.67321, -0.20991, 1.77563], [3.64712, -1.93281, 0.45010], [2.39759, -2.11793, -0.22588], [1.13194, -1.96711, 0.29049], [0.66157, -1.65547, 1.55302], [-0.71608, -1.58069, 1.70790], [-1.56630, -1.82297, 0.64397], [-1.11178, -2.14999, -0.62442], [0.25416, -2.20734, -0.78054], [0.98149, -2.47512, -1.90265], [2.29982, -2.40916, -1.57577], [3.21109, -2.58522, -2.32920], [-1.80448, -2.35165, -1.42257], [-3.33449, -1.66706, 0.87357], [-3.99093, -2.83622, 0.37387], [-3.57617, -1.25052, 2.22592], [-3.66351, -0.44410, -0.20523], [-4.50675, -0.60758, -0.73057], [-3.46037, 0.91692, 0.24136], [-2.74298, 0.86086, 1.06086], [-2.92948, 1.79812, -0.89120], [-2.80017, 2.81271, -0.50980], [-3.68281, 1.82991, -1.68105], [-1.60977, 1.29760, -1.48937], [-0.44723, 1.47331, -0.51605], [-0.62646, 0.92946, 0.40775], [0.47179, 1.09193, -0.95529], [-0.30753, 2.52705, -0.28129], [-1.31132, 2.03547, -2.79316], [-2.10974, 1.88326, -3.51527], [-0.38361, 1.67421, -3.23021], [-1.21229, 3.10383, -2.61169], [-1.72418, 0.23132, -1.70655], [-4.38543, 1.34869, 0.64222], [-1.15790, -1.33498, 2.66066], [1.33242, -1.47253, 2.37654], [3.73851, -2.61124, 1.30449], [4.44022, -2.16730, -0.26944], [2.40404, 3.06206, 2.21932], [2.84614, 1.46482, 2.82912], [1.34652, 1.67666, 1.90767]],
  "nbo_charge": [-0.64, -0.07, 0.20, 0.20, -0.51, 0.79, -0.59, -0.33, -0.44, 0.21, -0.28, -0.18, -0.35, -0.21, 0.24, -0.43, 0.88, -0.59, 0.26, 2.32, -0.93, -0.94, -0.88, 0.41, -0.23, 0.21, -0.40, 0.21, 0.20, -0.22, -0.62, 0.21, 0.21, 0.20, -0.60, 0.21, 0.21, 0.20, 0.21, 0.20, 0.25, 0.23, 0.24, 0.28, 0.22, 0.22, 0.21]
}

# 3
{
  "formula": "C2H8N2O",
  "method": "ωB97M-V/def2-TZVPD",
  "multiplicity": 1,
  "de_lowest_ev": 5.129,
  "smiles": "C=C.NON",
  "mol_weight_da": 76.10,
  "homo_lumo_gap_ev": 11.0,
  "total_charge": 0,
  "elements": ["N", "N", "O", "H", "H", "H", "H", "C", "C", "H", "H", "H", "H"],
  "xyz": [[-1.98157, -1.05332, 0.00437], [-1.10513, 1.19238, -0.27878], [-1.20266, 0.03478, 0.56973], [-0.12642, 1.47659, -0.23800], [-2.91524, -0.70094, -0.20370], [-1.52979, -1.32161, -0.86962], [-1.66688, 1.93129, 0.13521], [1.42382, -0.81155, -0.02071], [2.07157, 0.29814, 0.31706], [2.54445, 0.93326, -0.41616], [2.07154, 0.66132, 1.33262], [1.39719, -1.14857, -1.04632], [1.01914, -1.49177, 0.71430]],
  "nbo_charge": [-0.50, -0.56, -0.30, 0.36, 0.34, 0.34, 0.34, -0.36, -0.42, 0.19, 0.19, 0.19, 0.20]
}